Density functional theory data (ωB97M-V/def2-TZVPD) for a 2-piece molecular cluster, C4H11BrSi overall.

LUMO level (spin up / spin down): 0.865 / -3.769 eV
HOMO-LUMO gap (spin up / spin down): 6.465 / 6.197 eV
2S+1: 3
<S²>: 2.0037
maximum force: 3.257 eV Å⁻¹
total energy: -3022.366254 Eh

Last column: Mulliken charge in e.
Cartesian coordinates (Å):
C -0.0159 -2.4502 -0.1908  -1.219
C -0.2564 1.0511 1.9537  -0.958
C 0.0492 2.0083 -1.0950  -1.248
C -0.6012 -1.0531 -0.6406  -0.622
Si 0.1224 0.5231 0.1015  0.175
Br 3.1790 -0.1588 0.0587  -0.021
H 0.1899 -2.3504 0.8276  0.348
H -0.6003 -3.3362 -0.3150  0.353
H 0.8814 -2.4927 -0.6817  0.334
H -1.0610 1.7660 1.7640  0.306
H -0.5636 0.1642 2.5002  0.289
H 0.7203 1.3342 2.2323  0.319
H 0.8802 2.1062 -1.7670  0.389
H -0.6685 1.9318 -1.8815  0.396
H 0.0011 2.9930 -0.6364  0.349
H -1.6129 -1.1927 -0.4906  0.474
H -0.6438 -0.8437 -1.7394  0.337

***

Density functional theory data (ωB97M-V/def2-TZVPD) for one molecule with the formula C16H22ClF3N4O2.

LUMO level: 0.342 eV
HOMO-LUMO gap: 7.863 eV
2S+1: 1
maximum force: 16.902 eV Å⁻¹
total energy: -1751.548140 Eh

Last column: Mulliken charge in e.
Cartesian coordinates (Å):
C 1.2766 4.9924 0.1958  -1.125
C 1.7108 4.0052 -1.0095  -0.404
O 0.8938 2.5949 -0.9821  -0.393
C 1.3742 1.7841 0.0363  0.692
O 2.4080 1.8975 0.6896  -0.634
C 0.5259 0.6764 0.0030  0.584
N 0.4530 -0.1595 0.9782  -0.406
C 1.4515 -0.2929 2.1627  -1.263
C 2.2016 -1.3182 2.0264  -0.578
C 3.0939 -1.6808 0.5973  -1.300
N 2.2787 -1.7065 -0.4274  0.608
C 2.0324 -3.2345 -0.7549  -1.123
C 2.9310 -1.1182 -1.7330  -1.805
N -0.3118 0.6398 -0.9375  -0.282
N -0.9897 -0.8288 -0.9084  -0.247
C -2.1507 -1.0138 -0.4595  0.271
C -3.0651 0.2018 -0.4614  -1.595
C -4.4164 -0.1540 -0.1399  0.030
C -5.3182 1.0962 0.1500  0.934
F -5.2683 1.7936 1.4209  -0.319
F -5.0003 1.9221 -0.6344  -0.160
F -6.7374 0.8007 0.2813  -0.302
C -4.8118 -1.3656 0.3004  -0.569
C -3.9896 -2.6002 0.1435  -1.180
C -2.6954 -2.3253 -0.2286  0.890
Cl -1.5458 -3.4026 -0.3240  -0.275
H 0.3070 5.0796 0.1586  0.365
H 1.7924 5.8356 -0.0413  0.461
H 1.7133 4.4585 1.1013  0.282
H 1.3771 4.4806 -2.0005  0.317
H 2.6900 3.7872 -1.0616  0.422
H 0.8933 -0.3178 3.0715  0.427
H 2.0780 0.4412 2.2597  0.583
H 1.4948 -2.2869 1.9215  0.132
H 2.9422 -1.4170 2.6126  0.690
H 3.9046 -2.0972 0.8483  0.958
H 3.4311 -0.4487 0.7635  0.092
H 1.4856 -3.6523 0.3845  0.172
H 3.0188 -3.9318 -0.7368  0.194
H 1.3545 -3.4426 -1.4029  0.610
H 2.1239 -1.3694 -2.3877  0.431
H 2.8867 -0.1525 -1.6359  0.418
H 3.6958 -1.5505 -1.7602  0.753
H -0.2581 1.0031 -1.8548  0.274
H -0.2978 -1.6571 -0.7017  0.111
H -2.8273 1.0462 -0.5975  1.193
H -5.8642 -1.5451 0.8551  0.207
H -4.2725 -3.4668 0.2196  0.859

***

Density functional theory data (ωB97M-V/def2-TZVPD) for one molecule with the formula C3H2N2O2S.

LUMO level: -0.442 eV
HOMO-LUMO gap: 8.452 eV
2S+1: 1
maximum force: 2.249 eV Å⁻¹
total energy: -773.686435 Eh

Last column: Mulliken charge in e.
Cartesian coordinates (Å):
O 1.8066 -1.1264 0.8976  -0.438
C 0.7786 -0.4351 0.4254  0.753
N -0.4346 -0.9420 0.6641  -0.526
C -1.3810 -0.2200 0.1295  0.181
O -1.2351 0.8422 -0.6494  -0.257
C 0.0668 1.2481 -0.9449  0.300
S 0.2238 2.4438 -2.0129  -0.332
N 1.0709 0.6233 -0.2767  -0.440
H 1.5146 -1.9202 1.3519  0.369
H -2.4105 -0.5137 0.4153  0.390

***

Density functional theory data (ωB97M-V/def2-TZVPD) for C63H52NOP3Rb as an isolated structure.

LUMO level: 2.032 eV
HOMO-LUMO gap: 5.930 eV
charge: -1
2S+1: 1
maximum force: 0.772 eV Å⁻¹
total energy: -3610.020324 Eh

Last column: Mulliken charge in e.
Cartesian coordinates (Å):
Rb 2.2639 -1.2644 0.7769  0.880
C 5.2888 -0.5631 0.4454  -1.363
C 4.7256 0.6183 0.9578  -0.036
C 4.3406 0.3764 2.2888  -0.424
C 4.6675 -0.9569 2.5978  -0.920
C 5.2493 -1.5365 1.4582  -0.303
H 5.7513 -0.6808 -0.5236  0.627
H 4.6739 1.5694 0.4412  0.412
H 3.9452 1.1071 2.9856  0.425
H 4.5702 -1.4302 3.5662  0.522
H 5.6550 -2.5384 1.3920  0.438
C -5.1661 4.6041 -2.7769  -1.887
C -3.6804 4.7059 -2.3935  1.702
C -3.3061 6.1928 -2.2154  -1.705
C -3.4276 3.9963 -1.0762  0.987
C -4.2040 4.3010 0.0357  -0.434
C -3.9504 3.7315 1.2686  -1.488
C -2.8534 2.9024 1.4264  -0.176
C -2.0252 2.5975 0.3532  -0.108
P -0.4049 1.7313 0.5457  1.700
C -0.7541 0.7543 2.0684  0.315
C -1.9403 0.0243 2.1663  -0.081
C -2.2122 -0.7293 3.2954  -1.083
C -1.2804 -0.8220 4.3193  -0.666
C -0.0831 -0.1313 4.2149  -0.506
C 0.1740 0.6618 3.1049  -0.410
C 0.5864 3.0869 1.3249  0.444
C 0.0897 4.2376 1.9336  -0.629
C 0.9516 5.1390 2.5420  -0.639
C 2.3214 4.9132 2.5520  -0.841
C 2.8262 3.7750 1.9427  -0.733
C 1.9657 2.8749 1.3317  -0.012
C -2.3717 3.1020 -0.9163  -1.323
O -1.6221 2.6658 -1.9760  0.303
C -1.8906 3.1042 -3.2462  -0.442
C -1.1833 2.4980 -4.3007  0.632
C -1.3668 2.9934 -5.5869  -0.639
C -2.2323 4.0433 -5.8445  -1.393
C -2.9712 4.5671 -4.8026  -0.254
C -2.8256 4.1058 -3.4976  0.680
P -0.1620 0.9592 -4.2292  -0.469
C 1.4365 1.5619 -3.5577  0.816
C 2.5656 0.9349 -4.0833  -0.345
C 3.8391 1.4095 -3.8122  -0.650
C 3.9986 2.5461 -3.0394  -0.480
C 2.8822 3.1913 -2.5267  -0.715
C 1.6091 2.6994 -2.7703  0.065
C -1.0893 0.0273 -2.9506  0.721
C -0.5469 -0.5064 -1.7855  -0.184
C -1.3467 -1.2536 -0.9296  1.063
C -2.6733 -1.4990 -1.2344  -1.082
C -3.2144 -0.9911 -2.4074  -1.189
C -2.4274 -0.2370 -3.2582  -0.520
H -5.7943 5.0847 -2.0263  0.397
H -5.4693 3.5607 -2.8720  0.395
H -5.3522 5.1015 -3.7282  0.413
H -3.8959 6.6388 -1.4130  0.415
H -3.4924 6.7498 -3.1355  0.401
H -2.2491 6.2891 -1.9635  0.336
H -5.0244 5.0010 -0.0620  0.359
H -4.5899 3.9573 2.1128  0.371
H -2.6264 2.4902 2.4006  0.594
H -2.6576 0.0624 1.3549  0.562
H -3.1593 -1.2476 3.3802  0.517
H -1.4863 -1.4308 5.1910  0.359
H 0.6524 -0.1933 5.0078  0.423
H 1.0979 1.2259 3.0577  0.223
H -0.9705 4.4473 1.9341  0.343
H 0.5455 6.0230 3.0199  0.400
H 2.9840 5.6217 3.0329  0.373
H 3.8907 3.5719 1.9312  0.515
H 2.3804 1.9854 0.8704  -0.015
H -0.8178 2.5229 -6.3936  0.394
H -2.3563 4.4269 -6.8490  0.406
H -3.6855 5.3547 -5.0072  0.322
H 2.4338 0.0689 -4.7217  0.349
H 4.7029 0.8913 -4.2088  0.409
H 4.9895 2.9357 -2.8425  0.366
H 3.0022 4.0868 -1.9308  0.366
H 0.7553 3.2230 -2.3680  0.091
H 0.4904 -0.3324 -1.5160  0.039
H -0.9213 -1.6596 -0.0227  0.369
H -3.2782 -2.1063 -0.5711  0.545
H -4.2476 -1.1956 -2.6634  0.412
H -2.8559 0.1571 -4.1746  0.383
C 4.2009 -4.7093 3.2900  -0.493
C 3.8608 -5.0780 1.9965  -0.775
C 2.6077 -4.7698 1.4845  0.077
C 1.6828 -4.0787 2.2616  -0.519
C 2.0373 -3.7070 3.5598  -0.143
C 3.2834 -4.0269 4.0751  -0.596
P 0.0195 -3.5559 1.6781  1.356
C -0.9850 -4.7164 2.7147  -0.198
C -0.5624 -5.9829 3.1174  -0.244
C -1.4361 -6.8519 3.7538  -0.721
C -2.7482 -6.4717 4.0034  -0.471
C -3.1834 -5.2153 3.6081  -0.702
C -2.3079 -4.3521 2.9659  -0.105
C -0.0503 -4.3092 0.0360  -0.069
C -0.7736 -5.4143 -0.3967  -0.555
C -0.7072 -5.7440 -1.7451  -0.704
C 0.0850 -4.9799 -2.5960  -0.582
C 0.8168 -3.9002 -2.1078  -1.044
C 0.7658 -3.4854 -0.7634  0.522
H 5.1830 -4.9416 3.6835  0.310
H 4.5764 -5.6191 1.3883  0.374
H 2.3342 -5.0694 0.4809  0.399
H 1.3166 -3.1604 4.1612  0.288
H 3.5473 -3.7303 5.0832  0.393
H 0.4619 -6.2872 2.9355  0.389
H -1.0986 -7.8371 4.0543  0.410
H -3.4312 -7.1487 4.5022  0.362
H -4.2054 -4.9085 3.7996  0.402
H -2.6354 -3.3730 2.6404  0.193
H -1.3755 -6.0073 0.2856  0.374
H -1.2676 -6.5882 -2.1329  0.331
H 0.1172 -5.2271 -3.6543  0.309
H 1.4262 -3.3375 -2.8162  0.207
N 4.1069 -2.6844 -1.9663  -0.135
C 3.6576 -1.6255 -1.7909  -0.283
H 4.5201 -3.5884 -2.0084  0.209

***

Density functional theory data (ωB97M-V/def2-TZVPD) for C17H35AuN4O2PSeSi as an isolated structure.

LUMO level: -4.532 eV
HOMO-LUMO gap: 6.956 eV
charge: +1
2S+1: 1
maximum force: 0.267 eV Å⁻¹
total energy: -4206.125989 Eh

Last column: Mulliken charge in e.
Cartesian coordinates (Å):
Au -0.8239 -1.2847 -0.5794  1.499
C -2.5348 -2.2888 -1.1485  -1.644
C -3.6922 -1.3661 -1.1194  0.960
C -4.5372 -1.3278 -0.0109  -0.391
C -5.6222 -0.4723 0.0203  -0.696
C -5.8794 0.3580 -1.0692  0.472
C -5.0629 0.3093 -2.1977  -0.395
C -3.9794 -0.5511 -2.2180  -0.943
C -6.9984 1.2600 -1.0361  -0.107
N -7.8919 1.9806 -1.0067  -0.425
H -2.1962 -2.5230 -2.1622  0.564
H -2.7022 -3.2009 -0.5911  0.645
H -4.3386 -1.9828 0.8283  0.508
H -6.2779 -0.4437 0.8798  0.491
H -5.2934 0.9309 -3.0523  0.511
H -3.3633 -0.6175 -3.1084  0.487
C -1.8567 0.0519 2.5455  -0.840
Si -0.8270 -1.4458 2.9614  0.493
C -1.5913 -2.4692 4.3149  -1.091
C 0.9137 -0.9543 3.4044  -0.579
Se -0.7442 -2.9429 1.1691  -0.404
H -1.9042 0.7001 3.4252  0.404
H -2.8761 -0.2203 2.2805  0.231
H -1.4392 0.6385 1.7235  0.190
H -1.5813 -1.9079 5.2524  0.343
H -1.0368 -3.3949 4.4784  0.330
H -2.6248 -2.7299 4.0843  0.307
H 0.9126 -0.2912 4.2737  0.422
H 1.4010 -0.4342 2.5813  -0.185
H 1.5095 -1.8345 3.6511  0.323
C 3.6656 -0.0657 -3.1429  -1.002
N 2.9775 0.9270 -2.3192  0.414
C 2.3504 1.9769 -3.1176  -1.109
P 2.3725 0.5295 -0.8447  -0.880
O 1.0466 -0.1871 -0.8491  -0.671
N 2.1713 2.0038 -0.1297  0.616
C 1.1989 2.1880 0.9421  -0.878
C 3.2347 3.0046 -0.1101  -1.106
N 3.5160 -0.4458 -0.1882  0.570
C 3.2146 -1.6768 0.5312  -0.851
C 4.8809 0.0343 -0.0029  -1.080
H 4.4467 0.4288 -3.7219  0.314
H 2.9733 -0.5473 -3.8395  0.313
H 4.1209 -0.8301 -2.5205  0.314
H 3.1129 2.4928 -3.7033  0.355
H 1.8573 2.7044 -2.4778  0.383
H 1.6175 1.5563 -3.8139  0.291
H 0.4216 1.4313 0.8831  0.027
H 0.7295 3.1686 0.8401  0.343
H 1.6743 2.1401 1.9264  0.336
H 3.8974 2.8785 -0.9625  0.394
H 3.8249 2.9474 0.8092  0.292
H 2.7898 3.9999 -0.1658  0.366
H 2.2148 -2.0270 0.2958  0.123
H 3.2936 -1.5371 1.6115  0.298
H 3.9311 -2.4461 0.2351  0.292
H 5.0831 0.8818 -0.6551  0.339
H 5.5835 -0.7619 -0.2567  0.382
H 5.0642 0.3341 1.0328  0.287
O -1.4136 0.9419 -1.2872  -0.437
H -2.2321 1.0951 -1.7782  0.213
H -0.6812 1.3140 -1.7948  0.273

***

Density functional theory data (ωB97M-V/def2-TZVPD) for C13H12CsINO5 as an isolated structure.

LUMO level: 1.654 eV
HOMO-LUMO gap: 6.245 eV
charge: -1
2S+1: 1
maximum force: 5.396 eV Å⁻¹
total energy: -1251.423887 Eh

Last column: Mulliken charge in e.
Cartesian coordinates (Å):
Cs 0.3196 0.3107 -0.5864  1.074
O 2.5975 -0.1782 -4.0722  -0.765
C 1.7754 -0.4883 -3.2031  0.335
O 1.9584 -0.5801 -1.9575  -0.847
C 0.3709 -0.9547 -3.7410  -0.080
C -0.0743 -2.2352 -3.0122  0.021
C -1.1263 -2.9747 -3.8671  -0.859
C -2.3833 -2.1106 -3.5999  -0.878
C -1.7908 -1.0046 -2.7101  0.192
O -0.8548 -1.7455 -1.9156  -0.635
C -0.9028 -0.0707 -3.5484  -0.473
C -0.7536 1.3515 -2.8956  0.175
O -0.1003 2.1894 -3.5215  -0.766
O -1.3487 1.5043 -1.7935  -0.884
H 0.5416 -1.1376 -4.7997  0.411
H 0.7437 -2.8562 -2.6565  0.578
H -1.2585 -4.0016 -3.5215  0.309
H -0.8419 -3.0033 -4.9186  0.346
H -3.1371 -2.6712 -3.0442  0.325
H -2.8426 -1.7131 -4.5051  0.369
H -2.5041 -0.4839 -2.0787  0.618
H -1.3491 0.1327 -4.5228  0.413
I 0.4247 -3.2987 5.7946  0.089
C 0.1823 -1.3775 4.9723  -0.096
C 0.0377 -0.2807 5.8047  -0.178
C -0.1206 0.9614 5.2068  -0.554
C -0.1267 1.0412 3.8243  -0.222
N 0.0149 -0.0172 3.0312  -0.220
C 0.1674 -1.2096 3.5977  -0.242
H 0.0491 -0.3879 6.8802  0.377
H -0.2373 1.8506 5.8117  0.350
H -0.2501 1.9928 3.3198  0.362
H 0.2808 -2.0519 2.9248  0.355

***

What is the maximum force in the first record?
3.257 eV Å⁻¹

***

Please write out number 6 again, unchanged.
Density functional theory data (ωB97M-V/def2-TZVPD) for C13H12CsINO5 as an isolated structure.

LUMO level: 1.654 eV
HOMO-LUMO gap: 6.245 eV
charge: -1
2S+1: 1
maximum force: 5.396 eV Å⁻¹
total energy: -1251.423887 Eh

Last column: Mulliken charge in e.
Cartesian coordinates (Å):
Cs 0.3196 0.3107 -0.5864  1.074
O 2.5975 -0.1782 -4.0722  -0.765
C 1.7754 -0.4883 -3.2031  0.335
O 1.9584 -0.5801 -1.9575  -0.847
C 0.3709 -0.9547 -3.7410  -0.080
C -0.0743 -2.2352 -3.0122  0.021
C -1.1263 -2.9747 -3.8671  -0.859
C -2.3833 -2.1106 -3.5999  -0.878
C -1.7908 -1.0046 -2.7101  0.192
O -0.8548 -1.7455 -1.9156  -0.635
C -0.9028 -0.0707 -3.5484  -0.473
C -0.7536 1.3515 -2.8956  0.175
O -0.1003 2.1894 -3.5215  -0.766
O -1.3487 1.5043 -1.7935  -0.884
H 0.5416 -1.1376 -4.7997  0.411
H 0.7437 -2.8562 -2.6565  0.578
H -1.2585 -4.0016 -3.5215  0.309
H -0.8419 -3.0033 -4.9186  0.346
H -3.1371 -2.6712 -3.0442  0.325
H -2.8426 -1.7131 -4.5051  0.369
H -2.5041 -0.4839 -2.0787  0.618
H -1.3491 0.1327 -4.5228  0.413
I 0.4247 -3.2987 5.7946  0.089
C 0.1823 -1.3775 4.9723  -0.096
C 0.0377 -0.2807 5.8047  -0.178
C -0.1206 0.9614 5.2068  -0.554
C -0.1267 1.0412 3.8243  -0.222
N 0.0149 -0.0172 3.0312  -0.220
C 0.1674 -1.2096 3.5977  -0.242
H 0.0491 -0.3879 6.8802  0.377
H -0.2373 1.8506 5.8117  0.350
H -0.2501 1.9928 3.3198  0.362
H 0.2808 -2.0519 2.9248  0.355

***

Which of these has the highest total energy?
C3H2N2O2S

***

The highest 2S+1 belongs to which entry?
C4H11BrSi